1.
A gas-phase ion, C6H12N (charge +1) at a distorted geometry. Source: OMol25; level of theory: ωB97M-V/def2-TZVPD.

Positions of all 19 atoms, in Å:
H: 1.62508 -1.07936 -0.66044
H: 2.45113 0.97746 -1.45557
C: 1.44480 0.93473 -1.23440
H: 1.46322 0.83901 2.78969
H: 1.20965 1.89598 -0.76995
C: 1.15758 -0.18451 -0.37256
H: -1.18839 -1.91217 -0.95255
H: 0.74285 0.90158 -2.05993
H: -1.69906 -1.82867 0.63401
H: -1.02278 1.39098 -0.97318
C: -1.38399 0.59843 -0.32703
H: -0.36988 0.62245 3.03830
C: 0.50334 0.53117 2.41473
H: -2.22392 0.13442 -0.79854
C: -0.82994 -1.74642 -0.00186
H: -0.17067 -2.59299 0.45497
H: -1.73776 0.93955 0.57569
N: -0.26922 -0.37069 0.04450
C: 0.51216 0.02219 1.22076

Forces on the atoms, in the same order (eV/Å):
H 0.4 -1.4 0.3
H 2.0 -0.1 -1.0
C -2.2 2.1 0.6
H 0.1 0.1 0.3
H 0.1 0.0 0.2
C -1.8 0.6 4.6
H -0.2 -0.7 -2.3
H 0.5 -0.2 -0.8
H -0.3 0.6 0.4
H 0.1 0.1 0.2
C 1.3 -0.4 -1.4
H -0.2 0.0 0.1
C 0.0 -0.2 0.0
H -0.1 -0.8 -0.6
C 1.3 -1.6 3.1
H -0.5 1.9 -1.3
H -0.7 1.2 2.0
N -1.9 -0.3 1.2
C 2.1 -0.9 -5.5

Computed properties:
- LUMO (eV) = -2.90
- HOMO-LUMO gap (Ha) = 0.4409
- highest occupied orbital energy (eV) = -14.90
- structure (SMILES) = C=C1[C@H](C)[N+]1(C)C
- net charge = +1



2.
A gas-phase ion, C6H12N (charge +1) at a distorted geometry. Source: OMol25; level of theory: ωB97M-V/def2-TZVPD.

Positions of all 19 atoms, in Å:
C: -1.89053 0.77934 1.58199
H: -0.33956 -0.68163 1.47602
H: 2.17438 0.67399 -0.50109
C: -0.61899 0.17765 -0.47395
H: -2.39556 1.66027 3.39081
N: 2.11065 -0.32361 -0.71738
H: -2.89847 0.75739 1.20740
H: -1.09057 1.05121 -0.91818
H: -0.59636 1.26239 3.17767
H: 1.57161 -0.62898 0.10313
H: -0.73332 -1.07286 -2.28724
H: 3.02769 -0.75067 -0.58113
C: 1.26427 -0.52186 -1.98222
H: 1.69240 -1.41850 -2.39950
H: 1.21325 0.40601 -2.52449
C: -1.59451 1.26150 2.77967
C: -0.81718 0.07006 0.84613
H: 0.07605 -1.79207 -0.79148
C: -0.15526 -0.90961 -1.38618

Forces on the atoms, in the same order (eV/Å):
C 1.6 0.2 0.6
H 0.0 -0.4 -0.4
H 0.4 0.1 -0.2
C -1.5 0.1 0.1
H 0.2 0.2 0.1
N -0.3 1.1 1.2
H -0.1 0.1 -0.3
H -0.1 -0.2 -0.3
H 0.2 -0.1 0.1
H -0.2 -0.2 -0.2
H -0.8 -0.3 0.4
H 0.1 0.0 -0.8
C -0.7 -1.4 2.2
H 0.1 0.3 -1.1
H 0.5 0.0 -0.5
C -1.2 0.3 0.2
C -0.5 -0.4 -0.4
H -0.7 -0.5 -0.3
C 3.0 1.1 -0.3

Computed properties:
- LUMO (eV) = -3.51
- HOMO-LUMO gap (Ha) = 0.3390
- highest occupied orbital energy (eV) = -12.74
- structure (SMILES) = C=C/C=C/CC[NH3+]
- net charge = +1



3.
2 unconnected molecules or ions with the total composition C6H12N at a distorted geometry. Source: OMol25; level of theory: ωB97M-V/def2-TZVPD.

Positions of all 19 atoms, in Å:
H: -0.01471 0.33746 3.12289
H: -1.94745 0.37740 2.98496
C: -2.22375 -0.70934 0.56379
H: 0.62690 1.12159 0.09212
H: -3.10010 0.85053 -0.37929
H: 1.04668 -0.41351 0.89380
H: 4.21088 -0.64223 -2.20363
H: 3.24363 0.53871 -3.31945
H: 0.24098 -0.71569 -0.57646
N: 2.87727 0.52087 -1.11962
H: -3.39968 -0.66415 -1.39702
C: -0.96807 0.20126 2.53865
C: -1.06187 -0.15497 1.20089
C: 0.20807 -0.02956 0.38687
C: 3.34669 0.05821 -2.32839
H: -1.80741 0.37692 -1.23148
H: 3.95502 0.74199 -1.16058
H: -2.96510 -1.24183 1.18490
C: -2.67283 -0.08449 -0.72405

Forces on the atoms, in the same order (eV/Å):
H -1.1 0.4 -1.1
H 0.5 -0.3 0.8
C -0.9 3.4 0.7
H -1.7 -3.2 0.6
H -0.9 0.2 0.6
H 0.9 -0.5 1.2
H -0.3 0.4 -0.9
H -1.3 -1.0 0.1
H -0.4 1.8 1.7
N 1.8 0.0 -4.4
H 1.2 0.9 1.2
C -0.8 -1.0 -0.7
C 1.3 -0.8 0.4
C 1.0 1.7 -3.8
C 0.4 1.3 2.9
H -0.3 -0.8 -0.3
H -0.6 -0.7 2.4
H 0.5 -0.1 -0.5
C 0.8 -1.8 -0.9

Computed properties:
- LUMO (eV) = -6.96
- HOMO-LUMO gap (Ha) = 0.1708
- highest occupied orbital energy (eV) = -11.61
- net charge = +1



4.
A gas-phase ion, C6H12N (charge +1) at a distorted geometry. Source: OMol25; level of theory: ωB97M-V/def2-TZVPD.

Positions of all 19 atoms, in Å:
H: 2.32780 1.13244 0.45628
H: -1.25275 1.85938 0.30436
C: -3.13456 -0.58999 0.18652
C: 1.37816 1.51776 0.09219
C: -2.01080 -0.07607 -0.14133
H: -0.89069 1.23966 -1.31986
C: -0.98478 0.95225 -0.26675
H: 0.25309 0.17604 1.17234
C: 0.74616 -0.76315 -0.54791
H: -3.42333 -1.58815 -0.12288
H: 1.50149 1.79904 -0.95342
H: 1.34255 -2.74997 -0.18787
H: 1.10251 2.39606 0.67287
N: 0.34379 0.45415 0.18732
H: 0.85022 -0.60081 -1.60487
H: 1.47853 -1.70317 1.22431
H: 2.66714 -1.61504 -0.08752
H: -3.89748 -0.09787 0.79297
C: 1.60296 -1.74257 0.14326

Forces on the atoms, in the same order (eV/Å):
H -0.1 -0.1 0.1
H 0.4 -0.2 0.0
C -1.1 -0.2 0.5
C 0.6 0.3 -0.2
C 1.3 0.1 -0.6
H 0.1 0.0 0.1
C -1.4 0.3 -0.2
H 0.0 0.1 -0.2
C 0.6 0.3 0.3
H 0.1 -0.2 -0.1
H -0.1 -0.1 0.0
H 0.0 0.0 0.0
H -0.2 -0.1 0.0
N 0.3 -0.6 0.2
H -0.3 0.1 -0.3
H 0.0 -0.1 0.1
H 0.0 0.1 0.0
H 0.0 0.2 0.0
C -0.2 -0.1 0.1

Computed properties:
- LUMO (spin up / spin down) (eV) = -2.91 / -4.92
- HOMO-LUMO gap (spin up / spin down) (Ha) = 0.3293 / 0.3437
- 2S+1 = 3
- highest occupied orbital energy (spin up / spin down) (eV) = -11.87 / -14.27
- net charge = +1



5.
2 unconnected molecules or ions with the total composition C6H12N2 at a distorted geometry. Source: OMol25; level of theory: ωB97M-V/def2-TZVPD.

Positions of all 20 atoms, in Å:
H: -1.54162 -3.69692 -1.05445
H: 1.68578 -1.24646 -0.06431
H: 0.81503 1.00853 -1.61654
C: 0.11130 -1.02848 -1.62222
C: 0.19263 0.34835 -2.20797
C: 0.24979 1.48239 2.48569
H: -0.86118 0.64578 -2.30096
H: -0.04926 1.96376 3.43455
N: -0.00020 -2.62743 -0.17474
C: 0.73225 -1.50337 -0.48230
N: -0.88579 -1.87024 -2.04206
H: -0.09352 0.46555 2.50883
H: 0.24487 2.07905 0.39414
C: -0.92506 -2.82131 -1.13375
H: 1.34077 1.54512 2.58455
H: 0.09393 -3.19649 0.66963
C: -0.18444 2.38437 1.36003
H: -1.24568 2.19857 1.14091
H: -0.09294 3.46304 1.40738
H: 0.41332 0.40620 -3.28642

Forces on the atoms, in the same order (eV/Å):
H -0.3 0.1 -0.2
H -0.2 0.3 0.6
H -0.1 0.2 -0.1
C 0.5 0.4 0.2
C -0.8 -0.6 -1.2
C 1.1 2.1 1.6
H 0.2 0.6 0.8
H -0.3 -0.4 -0.1
N 0.6 -0.2 0.1
C -1.1 -0.5 -1.1
N -0.3 -0.1 0.3
H -0.2 -0.4 -0.5
H 0.3 0.1 0.3
C 0.5 0.2 0.4
H 0.0 -0.6 -0.2
H 0.2 -0.1 0.0
C -1.4 -1.1 -2.0
H -0.1 0.2 0.3
H 0.4 0.1 0.7
H 0.8 -0.3 0.3

Computed properties:
- LUMO (spin up / spin down) (eV) = 3.73 / 3.63
- HOMO-LUMO gap (spin up / spin down) (Ha) = 0.0946 / 0.3100
- 2S+1 = 2
- highest occupied orbital energy (spin up / spin down) (eV) = 1.15 / -4.80
- net charge = -1



6.
2 unconnected molecules or ions with the total composition C6H12N2. Source: OMol25; level of theory: ωB97M-V/def2-TZVPD.

Positions of all 20 atoms, in Å:
C: 1.61580 -2.05260 -1.39841
H: 2.29274 -2.91174 1.13901
H: -1.31888 1.25921 -0.13618
C: -1.40682 2.19058 0.41952
H: -3.51416 2.53194 0.91258
H: -1.48215 2.97149 -0.33736
H: -2.82843 1.03899 1.53429
H: 2.21180 -1.25099 1.74219
H: 0.76907 -2.24018 1.74374
C: 1.67524 -2.01440 1.17864
N: 0.79823 -0.24578 -0.34288
H: -0.47613 2.25974 0.97619
H: -2.40966 2.52866 2.34358
C: 0.74715 -0.07823 -1.63954
C: -2.62335 2.09939 1.36617
H: 0.31294 0.77884 -2.12866
C: 1.34288 -1.50746 -0.18307
H: 2.18483 -2.94664 -1.58566
H: 0.84550 -1.29355 -3.26467
N: 1.26338 -1.11726 -2.33949

Forces on the atoms, in the same order (eV/Å):
C 0.3 -0.2 0.2
H 0.0 0.0 0.0
H 0.0 0.0 -0.1
C -0.3 -0.5 0.0
H -0.1 0.1 0.2
H 0.0 0.3 0.3
H -0.1 0.1 0.1
H 0.1 0.0 0.0
H 0.0 -0.1 0.0
C -0.1 0.0 0.1
N 0.0 -0.2 0.0
H 0.1 0.2 -0.1
H -0.2 0.3 0.0
C -0.2 0.2 0.2
C 0.5 -0.4 -0.4
H 0.0 -0.1 -0.2
C 0.5 0.3 0.0
H -0.3 -0.1 -0.3
H 0.7 -0.2 -0.2
N -0.9 0.3 0.2

Computed properties:
- LUMO (spin up / spin down) (eV) = 3.67 / 3.55
- HOMO-LUMO gap (spin up / spin down) (Ha) = 0.0919 / 0.3121
- 2S+1 = 2
- highest occupied orbital energy (spin up / spin down) (eV) = 1.17 / -4.94
- net charge = -1



Short version: electronic energy = -290.18887, -290.24751, -290.04064, -290.14223, -345.26298, -345.27345 Ha, in the order given.